No. 1
A 4-piece molecular cluster, C3H15NO3 overall. Source: OMol25; level of theory: ωB97M-V with the def2-TZVPD basis set.

XYZ file:
```
22
Properties=species:S:1:pos:R:3:lowdin_charge:R:1
C 0.6466 1.2775 0.2949 -0.22
N 1.1681 0.0294 -0.1621 -0.39
C 2.5702 0.1296 -0.1109 -0.30
C 0.6151 -0.5089 -1.3844 -0.19
H 1.1862 1.6359 1.1788 0.06
H 0.6933 2.0830 -0.4411 0.08
H -0.3904 1.1135 0.5745 0.06
H 3.0203 -0.9111 -0.1090 0.06
H 2.8124 0.5439 0.8676 0.04
H 3.0950 0.7318 -0.8731 0.07
H 1.0311 -1.5189 -1.5267 0.06
H -0.4836 -0.4523 -1.3692 0.06
H 0.9841 0.0765 -2.2668 0.08
H -3.2945 1.5948 -1.6342 0.07
H -2.8704 0.2612 -0.7647 -0.04
O -2.5668 1.0430 -1.1853 -0.13
H 0.1702 -2.0862 2.0688 -0.04
H 0.1817 -1.1253 0.8875 0.00
O -0.3970 -1.6713 1.4679 -0.19
H -1.9193 -0.8067 1.3652 0.00
H -3.3761 -0.8472 1.9557 0.02
O -2.8760 -0.5922 1.1668 -0.16
```

**Total charge**: -1
**Spin multiplicity**: 2
**Energy relative to the best compared isomer or geometry (same formula, charge and spin)**: 22.24 kcal/mol

No. 2
A 4-piece molecular cluster, C3H15NO3 overall. Source: OMol25; level of theory: ωB97M-V with the def2-TZVPD basis set.

XYZ file:
```
22
Properties=species:S:1:pos:R:3:lowdin_charge:R:1
C 1.7172 1.3026 -0.8459 -0.14
C 0.6808 0.9363 -1.8971 -0.28
C -0.7311 1.4354 -1.5392 -0.27
N -1.4718 0.4985 -0.6060 -0.03
H 1.7887 0.6935 0.1230 0.07
H 1.5742 2.3340 -0.4283 0.08
H 2.7692 1.3403 -1.3091 0.09
H 0.7398 1.5049 -2.7707 0.07
H 0.7843 -0.1453 -2.1692 0.11
H -1.5055 1.3345 -2.4091 0.13
H -0.7364 2.4543 -1.0862 0.11
H -1.9631 0.9672 0.0602 0.00
H -0.7551 -0.2072 -0.1517 0.09
O -1.2115 -1.9803 2.1233 -0.14
H -1.4397 -2.5396 1.2780 0.11
H -1.9407 -1.2549 2.1765 0.09
O -0.6892 0.5499 2.8641 -0.10
H -0.5153 -0.3433 2.3689 0.03
H -0.1147 1.0646 2.3189 0.00
O 1.5947 -2.1801 -0.8300 -0.15
H 1.5373 -1.2758 -0.3328 0.04
H 2.5264 -2.5791 -0.9906 0.09
```

**SMILES**: CCCN.O.O.O
**Total charge**: 0
**Energy relative to the best compared isomer or geometry (same formula, charge and spin)**: 60.55 kcal/mol

No. 3
C3H15NO3S as an isolated structure. Source: OMol25; level of theory: ωB97M-V with the def2-TZVPD basis set.

XYZ file:
```
23
Properties=species:S:1:pos:R:3:lowdin_charge:R:1
C 1.8525 0.8184 1.1608 -0.07
C 0.7200 0.8197 0.1238 -0.52
C -0.0346 -0.5247 0.0191 -0.43
S 0.8651 -2.0211 -0.7535 0.87
N -0.1530 1.9079 0.5086 0.04
H 2.6366 0.1072 0.7253 0.09
H 2.2058 1.7822 1.4228 0.07
H 1.4393 0.2829 2.0324 0.06
H 1.2673 0.9196 -0.8088 0.10
H -0.9561 -0.4076 -0.5872 0.10
H -0.2852 -0.8636 1.0181 0.06
H -3.4849 1.4249 -1.0738 0.03
H -2.7859 1.6333 -1.3371 0.00
H -0.6422 2.4598 -0.1668 0.05
H -0.6672 1.6821 1.3675 0.02
H -1.3290 0.9697 3.3382 -0.04
O -0.9097 0.5763 2.6109 -0.13
H 1.5629 -0.8261 -2.2379 -0.07
H 2.4568 -0.3044 -3.4493 0.03
O 1.7408 -0.0175 -2.8858 -0.12
H -1.9718 -4.1302 0.1134 0.08
H -1.3382 -2.9065 -0.6072 -0.09
O -2.1894 -3.3823 -0.5334 -0.12
```

**Total charge**: 0
**Energy relative to the best compared isomer or geometry (same formula, charge and spin)**: 196.47 kcal/mol

No. 4
A 4-piece molecular cluster, C3H15NO3S overall. Source: OMol25; level of theory: ωB97M-V with the def2-TZVPD basis set.

XYZ file:
```
23
Properties=species:S:1:pos:R:3:lowdin_charge:R:1
C 1.3339 -2.0006 0.5757 -0.19
N 0.3245 -2.6213 -0.1283 -0.20
C -0.2665 -1.8783 -1.1632 -0.36
C -1.1650 -0.8112 -0.5050 -0.69
S -2.8104 -0.8356 -1.0364 0.72
H 1.1853 -0.8489 0.8091 0.11
H 2.3094 -1.9016 0.0560 0.07
H 1.6044 -2.6813 1.4844 0.12
H 0.5821 -3.5738 -0.4416 0.14
H 0.3730 -1.3801 -1.9860 0.13
H -0.8451 -2.6887 -1.7873 0.13
H -1.0658 -1.0153 0.6501 0.09
H -0.6863 0.2748 -0.6645 0.11
H -3.1624 0.4778 -1.2584 -0.12
O -0.9971 1.8157 1.3115 0.02
H -1.2922 0.9443 1.2386 -0.01
H -1.3736 2.3937 1.8554 -0.01
O -0.3223 4.0210 -0.0763 -0.10
H -0.1466 3.0629 0.0938 0.00
H -0.9568 4.0289 -0.8373 0.06
O 2.8062 1.7912 0.7815 0.01
H 2.6390 1.2545 0.1100 -0.06
H 1.9322 2.1720 0.9183 0.03
```

**SMILES**: CNCCS.O.O.O
**Total charge**: 0
**Energy relative to the best compared isomer or geometry (same formula, charge and spin)**: 57.33 kcal/mol

No. 5
A 5-piece molecular cluster, C3H15NO4 overall. Source: OMol25; level of theory: ωB97M-V with the def2-TZVPD basis set.

XYZ file:
```
23
Properties=species:S:1:pos:R:3:lowdin_charge:R:1
C -1.5692 1.1621 2.4381 -0.08
C -0.3978 0.3744 1.9403 -0.52
C 0.8418 0.4268 2.4527 -0.08
N -0.7133 -0.6652 1.0729 0.09
H -1.3619 2.2320 2.4493 0.07
H -1.7688 0.8449 3.4523 0.07
H -2.4405 0.9849 1.8114 0.07
H 1.6289 -0.2886 2.2542 0.04
H 1.1432 1.1646 3.1891 0.04
H -1.6205 -0.6923 0.6390 0.05
H 0.0416 -1.0251 0.5103 0.07
H 2.5849 -2.0226 -3.7025 0.00
H 1.5185 -1.5584 -2.6907 -0.03
O 2.0420 -2.3384 -2.9772 -0.16
H -2.3768 -1.9442 -2.2018 0.02
H -1.3265 -0.8930 -1.8234 -0.01
O -2.1636 -1.3049 -1.5118 -0.13
H 0.9513 0.2618 -1.5935 0.01
H -0.0128 0.4732 -2.7315 0.02
O 0.3655 -0.2619 -2.2125 -0.21
H 2.1622 2.0691 -0.5953 -0.01
H 1.1808 1.3768 0.3861 -0.02
O 1.2913 1.6240 -0.5556 -0.29
```

**Total charge**: -1
**Spin multiplicity**: 2
**Energy relative to the best compared isomer or geometry (same formula, charge and spin)**: 0.00 kcal/mol

No. 6
A 5-piece molecular cluster, C3H15NO4 overall. Source: OMol25; level of theory: ωB97M-V with the def2-TZVPD basis set.

XYZ file:
```
23
Properties=species:S:1:pos:R:3:lowdin_charge:R:1
C -0.7048 -0.7317 -1.3619 -0.08
O -0.0278 -2.5213 0.9678 -0.17
C -0.9015 -0.0213 -0.0238 -0.50
C -1.3971 1.3999 -0.2332 -0.08
N -1.8286 -0.7849 0.8059 0.13
H 0.0447 -0.1903 -1.9317 0.07
H -1.6534 -0.7708 -1.9015 0.07
H -0.3709 -1.7458 -1.2029 0.05
H 0.0614 0.0453 0.4928 0.11
H -2.3970 1.3738 -0.6789 0.07
H -0.6959 1.9273 -0.8777 0.07
H -1.4823 1.9494 0.7093 0.07
H 0.1061 -3.2870 1.5320 0.00
H -2.0374 -0.2766 1.6676 0.09
H 1.4620 -1.7272 0.2184 -0.03
H 1.8869 -0.4134 -0.5324 -0.06
O 2.1557 -1.3385 -0.3496 -0.14
H -1.3081 -1.6701 1.0433 0.02
H 2.1149 2.2644 1.9030 -0.01
O 1.2775 2.0906 1.4422 -0.21
H 2.4577 1.5378 -1.3007 -0.04
H 1.5439 1.7320 0.4655 -0.03
O 1.6943 1.1584 -0.8534 -0.37
```

**Total charge**: -1
**Spin multiplicity**: 2
**Energy relative to the best compared isomer or geometry (same formula, charge and spin)**: 20.19 kcal/mol